Entry 1:
Formula: C17H16N2S
Source: the OMol25 dataset
Level of theory: ωB97M-V with the def2-TZVPD basis set

The geometry in XYZ format:
```
36
Properties=species:S:1:pos:R:3:forces:R:3
H -1.461 -4.204 -5.395 0.2 1.5 0.5
H -0.111 1.830 3.516 1.3 -0.3 -0.1
C 2.083 1.533 3.965 -1.9 0.8 -2.7
C -1.156 2.490 1.078 -0.4 2.8 1.7
H -1.358 -2.363 -5.071 -0.7 0.9 -1.2
C -1.207 -3.450 -3.324 -1.9 -2.1 0.1
H -0.321 -3.613 -2.801 1.8 0.1 0.8
H -1.763 -4.412 -3.153 0.3 0.8 0.0
H 4.597 0.743 5.110 -0.2 -0.5 0.0
S -2.538 2.070 0.189 -0.4 0.4 0.2
H -5.193 -1.497 -2.597 0.1 -0.5 -0.1
N -0.388 0.729 -0.137 -0.3 0.3 1.4
C 2.343 1.919 1.276 4.1 -0.3 -0.4
C -1.661 0.799 -0.482 0.8 -2.4 -1.7
C 0.935 1.759 3.121 1.0 -1.2 2.0
C -0.089 1.695 0.885 -1.3 -1.1 -1.9
C 4.531 1.605 4.471 -0.9 2.1 0.6
H -0.439 -1.347 -1.668 -0.5 -0.1 0.2
H 0.058 -3.340 -5.020 0.2 0.0 -0.3
C -1.011 -3.328 -4.836 0.6 -1.5 0.4
C -3.706 -0.362 -1.733 3.5 -0.3 1.6
H -1.184 3.427 1.715 0.0 -1.5 -0.7
H 5.409 1.685 3.878 1.3 0.3 0.1
H 4.422 2.179 1.724 0.6 -0.1 -0.5
C -2.026 -2.391 -2.674 -1.3 0.6 -0.1
C 3.414 1.592 3.449 -2.6 0.1 2.8
C 1.115 1.752 1.744 -2.4 0.2 -0.1
H -4.297 0.286 -1.186 -1.8 1.3 0.3
H 1.827 1.392 4.973 0.3 -0.1 1.4
C -4.126 -1.461 -2.388 -0.1 -1.8 -2.4
N -3.329 -2.443 -2.976 -1.3 1.8 1.5
H 2.603 2.001 0.235 -0.4 0.1 -0.4
C 3.480 1.892 2.134 -0.3 0.3 -1.4
C -1.523 -1.392 -1.839 0.5 1.8 0.1
C -2.330 -0.301 -1.393 1.7 -0.7 0.1
H 4.399 2.531 5.212 0.4 -1.8 -1.8
```
Forces are in eV/Å.

Its electronic energy is -1165.043914 hartree. As for the SMILES: CCc1cc(-c2nc(-c3ccc(C)cc3)cs2)ccn1. For the frontier orbital gap, the calculation gives 8.821 eV. The total charge is 0.

Entry 2:
Formula: C3H29O12
Source: the OMol25 dataset
Level of theory: ωB97M-V with the def2-TZVPD basis set

The geometry in XYZ format:
```
44
Properties=species:S:1:pos:R:3:forces:R:3
C -0.337 -0.865 -1.487 0.6 -3.6 -2.1
O -2.589 2.805 0.821 1.1 2.0 -1.3
H 2.092 2.207 1.232 0.0 0.1 0.1
H 2.221 -0.102 -2.380 -1.0 0.1 0.6
O -0.260 1.240 -0.512 -0.9 1.4 0.3
H -2.021 -2.869 0.065 0.7 0.6 0.2
O -2.825 -1.183 2.161 -0.9 -0.3 0.1
H 0.394 -2.573 0.694 1.6 0.3 -0.4
H -0.683 -3.430 1.206 -0.4 -0.7 0.4
O 3.411 0.494 0.077 0.0 -1.1 0.2
H -0.829 2.250 -1.818 0.6 -2.0 3.1
H 2.024 1.457 -1.729 0.5 1.4 0.7
O -3.133 0.505 -0.696 -0.6 -0.9 0.3
H -2.043 -1.048 1.642 0.6 0.7 -0.8
C 0.480 0.211 -0.931 -1.4 0.6 -1.4
H -1.191 -1.204 -0.957 -0.5 -0.1 1.0
C 1.432 0.624 -1.996 2.7 -0.8 -1.6
H 0.314 -1.799 -1.611 -0.7 0.8 0.2
H 1.000 0.965 -2.908 -1.1 0.1 -0.6
H 2.782 -2.291 1.213 -0.9 0.1 -0.7
H 0.916 -0.205 -0.093 2.0 -1.2 2.1
O -0.495 0.551 2.143 -0.6 0.3 0.5
H -2.235 0.146 -0.759 -0.3 0.9 -0.2
O -1.233 2.924 -2.315 -2.3 1.7 -0.1
H -2.698 -3.528 -1.133 0.2 0.0 -0.5
H -3.115 2.354 1.430 -1.1 -1.5 1.2
H 0.915 2.142 0.297 -1.8 -0.9 -1.0
O 1.442 2.755 0.790 1.8 1.5 1.0
H -0.687 -0.709 -2.499 -0.1 0.6 -0.4
H -0.369 0.666 1.201 -0.7 1.3 -1.3
H 2.722 0.427 -0.598 0.1 0.2 0.2
H 0.123 -0.141 2.243 1.2 -1.5 1.0
O 2.660 0.107 2.609 0.6 -2.4 0.4
H -2.407 -1.626 2.888 0.0 -0.3 0.9
O 2.111 -2.400 0.499 0.9 -1.7 1.8
H 3.997 1.163 -0.235 0.6 0.8 -0.3
H 2.964 0.316 1.729 0.0 0.6 -0.5
O -2.836 -3.252 -0.233 -1.1 -0.7 0.1
H -2.264 2.173 0.171 0.1 -0.2 0.4
H 2.328 0.839 3.074 -0.7 1.6 0.5
H 2.255 -1.700 -0.093 0.4 1.6 -1.2
H -3.243 1.254 -1.278 0.5 0.2 -0.4
H -0.642 2.844 -3.009 1.5 0.6 -2.9
O -0.460 -2.514 1.088 -1.4 0.1 0.5
```
Forces are in eV/Å.

Its electronic energy is -1034.572907 hartree. For the frontier orbital gap, the calculation gives 7.925 eV. The total charge is -1.

Entry 3:
Formula: H10O5
Source: the OMol25 dataset
Level of theory: ωB97M-V with the def2-TZVPD basis set

The geometry in XYZ format:
```
15
Properties=species:S:1:pos:R:3:forces:R:3
H -1.476 -1.644 -0.166 0.0 -0.1 0.1
H 0.568 1.671 2.393 0.0 0.0 0.0
H -1.990 2.857 -1.828 0.0 0.0 0.0
H 1.133 -0.701 0.068 -0.1 0.1 -0.2
H -0.580 2.318 -1.623 -0.1 0.0 0.0
O 1.215 0.205 -0.264 0.1 0.0 0.0
H 1.256 -2.991 -0.609 -0.1 -0.1 0.1
H 1.217 0.122 -1.223 0.0 0.0 0.1
H 0.915 -2.944 0.886 -0.1 -0.1 -0.1
H 1.436 1.680 1.137 0.0 -0.1 0.2
H -1.958 -0.553 0.778 0.0 0.0 -0.1
O 0.555 -2.756 0.010 0.3 0.3 0.0
O -2.226 -1.388 0.384 0.1 0.0 0.0
O -1.443 2.080 -1.978 0.1 0.0 0.0
O 1.377 2.044 2.034 0.0 0.0 -0.1
```
Forces are in eV/Å.

Its electronic energy is -382.185949 hartree. As for the SMILES: O.O.O.O.O. For the frontier orbital gap, the calculation gives 11.159 eV. The total charge is 0.

no.,LUMO (hartree),HOMO level (eV)
1,0.0024,-8.756
2,0.0898,-5.480
3,0.0023,-11.095